The following is a quantum chemistry calculation of a gas-phase ion, C7H11N2O (charge +1) at a distorted geometry, from the Open Molecules 2025 dataset.

Calculated values
HOMO energy: -0.47532 Ha
LUMO level: -0.19421 Ha
Frontier orbital gap: 7.6 eV
ΔE to the lowest compared entry with this formula, charge and spin: 150.6 kJ/mol

```
! wB97M-V def2-TZVPD RIJCOSX def2/J DEFGRID3
* xyz 1 1
C 2.221 0.821 -0.124
C 1.132 1.644 -0.021
C 1.724 -0.490 0.056
C -2.424 0.733 -0.407
C -1.272 1.278 0.568
C -2.056 -0.683 -0.511
C 2.481 -1.760 0.024
N 0.420 -0.441 0.287
N 0.053 0.857 0.232
O -2.444 -1.493 0.390
H 3.234 1.093 -0.332
H 1.053 2.710 -0.086
H -2.388 1.247 -1.363
H -3.365 0.887 0.114
H -1.308 2.367 0.555
H -1.523 0.913 1.569
H -1.449 -1.018 -1.350
H 3.543 -1.557 -0.071
H 2.307 -2.323 0.939
H 2.164 -2.380 -0.813
H -2.103 -2.406 0.345
*
```

---

The following is a quantum chemistry calculation of a molecular structure, C3INS at a distorted geometry, from the Open Molecules 2025 dataset.

Calculated values
HOMO energy: -0.33195 Ha
LUMO level: -0.06688 Ha
Frontier orbital gap: 7.2 eV
ΔE to the lowest compared entry with this formula, charge and spin: 143.2 kJ/mol

```
! wB97M-V def2-TZVPD RIJCOSX def2/J DEFGRID3
* xyz 0 1
C 1.681 -0.283 -0.770
C 2.894 -0.175 -0.762
C 0.354 -0.197 -0.595
N -0.248 0.655 -0.050
S -1.242 2.028 0.242
I 3.560 1.709 -0.054
*
```

---

The following is a quantum chemistry calculation of a molecular structure, C68H64Ge2N4OS4W at a distorted geometry, from the Open Molecules 2025 dataset.

Calculated values
HOMO energy (alpha / beta): -0.43041 / -0.43017 Ha
LUMO level (alpha / beta): -0.24043 / -0.25777 Ha
Frontier orbital gap (alpha / beta): 5.2 / 4.7 eV

```
! wB97M-V def2-TZVPD RIJCOSX def2/J DEFGRID3
* xyz 2 1
W -1.037 1.473 0.599
C 8.547 -0.845 9.718
O 8.707 -0.738 8.308
C 7.608 -0.612 7.547
C 7.834 -0.519 6.169
C 6.772 -0.392 5.306
C 5.458 -0.354 5.787
C 5.244 -0.444 7.159
C 6.303 -0.572 8.040
C 4.314 -0.214 4.897
N 3.052 -0.118 5.273
C 2.344 0.002 4.119
C 3.173 -0.025 3.012
N 4.434 -0.166 3.530
C 2.689 0.039 1.677
C 3.440 -0.068 0.488
C 2.804 -0.022 -0.733
C 1.421 0.176 -0.789
N 0.695 0.285 0.319
C 1.304 0.205 1.530
C 0.433 0.286 2.675
N -0.905 0.444 2.428
C -1.769 0.355 3.435
C -1.346 0.138 4.748
C 0.000 0.057 5.028
C 0.926 0.123 3.971
H 9.549 -0.941 10.123
H 7.962 -1.730 9.976
H 8.072 0.049 10.126
H 8.853 -0.548 5.809
H 6.986 -0.323 4.247
H 4.231 -0.416 7.535
H 6.108 -0.640 9.099
H 5.298 -0.231 3.020
H 4.514 -0.197 0.530
H 3.358 -0.112 -1.655
H 0.890 0.261 -1.731
H -2.817 0.482 3.189
H -2.087 0.070 5.531
H 0.366 -0.074 6.037
C -3.927 3.550 -6.846
C -4.374 3.108 -5.481
C -4.110 1.826 -5.016
C -4.559 1.386 -3.776
C -4.343 -0.052 -3.383
C -5.267 2.275 -2.960
C -5.520 3.582 -3.395
C -6.278 4.571 -2.547
C -5.074 3.974 -4.649
C -5.962 1.767 -1.740
C -7.349 1.636 -1.832
C -8.115 1.095 -0.813
C -7.508 0.644 0.348
C -6.133 0.769 0.491
C -5.374 1.303 -0.560
Ge -3.536 1.335 0.008
S -2.266 -0.453 -0.251
S -2.104 3.208 1.987
Ge -1.256 4.139 0.166
S 0.696 3.147 0.453
S -1.969 2.524 -1.414
C -1.316 6.004 -0.318
C -1.977 6.942 0.481
C -1.907 8.282 0.111
C -1.196 8.675 -1.011
C -0.529 7.735 -1.781
C -0.573 6.388 -1.444
C 0.184 5.398 -2.266
C -0.441 4.711 -3.307
C -1.883 4.942 -3.668
C 0.307 3.816 -4.072
C 1.659 3.618 -3.843
C 2.459 2.666 -4.689
C 2.269 4.337 -2.817
C 1.558 5.226 -2.028
C 2.266 6.006 -0.953
C -2.717 6.578 1.723
C -4.105 6.446 1.694
C -4.877 6.614 0.414
C -4.779 6.195 2.885
C -4.107 6.076 4.093
C -4.850 5.823 5.376
C -2.722 6.210 4.095
C -2.015 6.467 2.930
C -0.519 6.639 2.976
C -5.492 0.328 1.764
C -5.043 -1.000 1.894
C -5.015 -1.940 0.720
C -4.677 -1.461 3.149
C -4.794 -0.665 4.287
C -4.525 -1.235 5.651
C -5.210 0.653 4.136
C -5.565 1.167 2.893
C -6.086 2.577 2.812
H -3.287 2.806 -7.316
H -3.380 4.492 -6.796
H -4.787 3.711 -7.498
H -3.572 1.133 -5.653
H -3.830 -0.591 -4.177
H -5.294 -0.555 -3.195
H -3.743 -0.148 -2.476
H -6.183 4.355 -1.483
H -7.343 4.568 -2.786
H -5.912 5.581 -2.727
H -5.280 4.984 -4.986
H -7.823 1.954 -2.752
H -9.187 1.022 -0.929
H -8.093 0.219 1.152
H -2.410 9.019 0.725
H -1.151 9.721 -1.280
H 0.039 8.041 -2.650
H -2.453 5.404 -2.862
H -2.368 4.004 -3.937
H -1.954 5.603 -4.534
H -0.183 3.283 -4.879
H 1.906 2.361 -5.576
H 2.718 1.763 -4.131
H 3.394 3.123 -5.013
H 3.330 4.207 -2.635
H 3.188 5.508 -0.659
H 1.646 6.138 -0.065
H 2.527 7.005 -1.309
H -4.374 6.140 -0.431
H -4.991 7.670 0.163
H -5.876 6.189 0.506
H -5.859 6.104 2.867
H -5.915 5.685 5.199
H -4.732 6.662 6.063
H -4.468 4.936 5.884
H -2.181 6.127 5.031
H -0.141 6.458 3.980
H -0.230 7.650 2.681
H -0.006 5.953 2.295
H -4.923 -1.417 -0.231
H -5.939 -2.520 0.684
H -4.187 -2.641 0.812
H -4.342 -2.486 3.253
H -3.930 -2.144 5.596
H -5.468 -1.487 6.139
H -4.019 -0.520 6.299
H -5.299 1.289 5.010
H -7.084 2.637 3.252
H -6.160 2.946 1.790
H -5.441 3.254 3.369
*
```

---

The following is a quantum chemistry calculation of a molecular structure, C2H6N4O2 at a distorted geometry, from the Open Molecules 2025 dataset.

Calculated values
HOMO energy: -0.33523 Ha
LUMO level: -0.00053 Ha
Frontier orbital gap: 9.1 eV
ΔE to the lowest compared entry with this formula, charge and spin: 816.7 kJ/mol

```
! wB97M-V def2-TZVPD RIJCOSX def2/J DEFGRID3
* xyz 0 1
C 1.903 -0.010 0.573
C -1.543 -0.079 0.470
H 2.125 1.212 -0.855
H 3.604 0.311 0.052
H 1.448 -0.211 2.412
H -2.507 -0.887 0.995
H -1.374 0.796 -1.657
H -3.450 -1.044 -2.153
N 2.682 0.133 -0.479
N 2.152 0.012 1.767
N -0.400 -0.005 1.001
N -1.813 0.011 -0.915
O 0.605 -0.011 0.011
O -3.434 -0.227 -1.223
*
```

---

The following is a quantum chemistry calculation of a molecular structure, C36H65N3O27S at a distorted geometry, from the Open Molecules 2025 dataset.

Calculated values
HOMO energy: -0.33240 Ha
LUMO level: -0.04645 Ha
Frontier orbital gap: 7.8 eV

```
! wB97M-V def2-TZVPD RIJCOSX def2/J DEFGRID3
* xyz 0 1
N -0.319 -1.164 1.421
C 0.474 -2.330 0.908
C -0.393 -3.610 0.594
C -0.984 -3.666 -0.875
C 0.109 -3.406 -1.959
C 1.166 -4.324 -2.350
C 2.181 -3.908 -3.389
C 2.198 -2.607 -4.058
C 1.103 -1.649 -3.667
N 0.986 -0.342 -4.195
S -0.353 0.195 -3.354
N -0.867 -1.022 -2.354
C 0.068 -2.046 -2.628
H -0.245 -0.428 0.703
H 0.257 -0.785 2.187
H 1.207 -2.621 1.724
H 1.103 -1.962 0.052
H 0.200 -4.542 0.844
H -1.284 -3.574 1.294
H -1.352 -4.730 -1.027
H -1.896 -3.018 -0.978
H 1.237 -5.322 -1.859
H 2.976 -4.663 -3.645
H 2.993 -2.329 -4.801
C -1.096 -1.747 4.454
O -1.642 -1.173 5.643
C -1.520 0.157 5.712
O -1.008 0.865 4.884
O -2.068 0.563 6.866
C -2.009 1.976 7.073
H -1.248 -2.824 4.504
H -1.609 -1.366 3.572
H -0.023 -1.552 4.391
H -2.559 2.502 6.293
H -0.973 2.316 7.111
H -2.478 2.190 8.030
C 6.248 -0.024 2.150
O 5.293 -0.537 1.222
C 4.803 0.374 0.373
O 5.098 1.543 0.336
O 3.928 -0.239 -0.431
C 3.320 0.618 -1.399
H 6.571 -0.850 2.782
H 7.119 0.374 1.627
H 5.796 0.740 2.783
H 4.072 1.041 -2.067
H 2.750 1.409 -0.909
H 2.633 0.014 -1.991
C 6.591 3.567 2.013
O 7.991 3.806 2.184
C 8.543 4.550 1.220
O 7.971 5.010 0.266
O 9.845 4.694 1.501
C 10.566 5.474 0.548
H 6.254 2.956 2.850
H 6.036 4.506 2.026
H 6.404 3.022 1.092
H 10.170 6.489 0.501
H 10.536 5.004 -0.436
H 11.604 5.524 0.873
C -7.549 -3.476 -2.107
O -6.153 -3.212 -1.967
C -5.639 -2.447 -2.938
O -6.244 -1.989 -3.873
O -4.334 -2.279 -2.687
C -3.649 -1.476 -3.649
H -7.856 -4.100 -1.270
H -8.121 -2.548 -2.073
H -7.748 -4.017 -3.033
H -4.065 -0.467 -3.677
H -3.691 -1.937 -4.638
H -2.605 -1.412 -3.339
C -2.440 5.650 -0.894
O -2.001 4.314 -1.135
C -2.678 3.381 -0.452
O -3.584 3.584 0.313
O -2.168 2.184 -0.769
C -2.799 1.084 -0.108
H -1.823 6.314 -1.497
H -3.481 5.774 -1.195
H -2.310 5.914 0.157
H -3.854 1.026 -0.378
H -2.682 1.166 0.974
H -2.305 0.172 -0.441
C -11.171 -0.705 2.864
O -10.672 -0.995 1.559
C -9.696 -0.174 1.150
O -9.235 0.744 1.777
O -9.323 -0.553 -0.079
C -8.280 0.239 -0.646
H -11.952 -1.430 3.087
H -10.380 -0.806 3.609
H -11.605 0.295 2.897
H -7.375 0.175 -0.040
H -8.598 1.277 -0.753
H -8.061 -0.158 -1.637
C -6.770 -2.079 10.985
O -5.378 -1.805 11.136
C -4.860 -1.042 10.163
O -5.461 -0.597 9.219
O -3.561 -0.863 10.424
C -2.875 -0.062 9.459
H -7.076 -2.700 11.826
H -7.349 -1.155 11.007
H -6.956 -2.629 10.062
H -3.301 0.941 9.423
H -2.906 -0.529 8.481
H -1.834 0.016 9.772
C 10.526 2.038 -2.222
O 11.047 1.727 -3.513
C 12.048 2.523 -3.906
O 12.514 3.437 -3.276
O 12.441 2.126 -5.123
C 13.512 2.893 -5.671
H 9.725 1.333 -2.007
H 11.297 1.927 -1.458
H 10.112 3.048 -2.207
H 14.401 2.816 -5.044
H 13.216 3.936 -5.793
H 13.743 2.481 -6.653
C -0.425 -2.381 -6.936
O -1.387 -2.905 -7.851
C -1.884 -2.000 -8.703
O -1.588 -0.834 -8.748
O -2.767 -2.619 -9.497
C -3.380 -1.768 -10.464
H -0.093 -3.199 -6.297
H 0.441 -1.988 -7.471
H -0.872 -1.610 -6.307
H -2.633 -1.350 -11.139
H -3.944 -0.973 -9.974
H -4.072 -2.375 -11.046
*
```

---

The following is a quantum chemistry calculation of a single C5H4O molecule at a distorted geometry, from the Open Molecules 2025 dataset.

Calculated values
HOMO energy: -0.38315 Ha
SMILES: C#CC(=O)C=C
LUMO level: -0.02121 Ha
Frontier orbital gap: 9.8 eV
ΔE to the lowest compared entry with this formula, charge and spin: 232.6 kJ/mol

```
! wB97M-V def2-TZVPD RIJCOSX def2/J DEFGRID3
* xyz 0 1
C 2.157 -0.704 0.063
C 1.113 -0.122 -0.109
C -0.062 0.700 -0.119
O -0.214 1.909 0.030
C -1.253 -0.129 0.092
C -1.358 -1.483 -0.104
H 2.955 -1.338 0.399
H -2.128 0.350 0.301
H -2.356 -1.883 0.364
H -0.341 -1.968 -0.244
*
```

---

| no. | DFT total energy (eV) |
| --- | --- |
| 1 | -12456.873 |
| 2 | -23531.007 |
| 3 | -237756.082 |
| 4 | -12218.188 |
| 5 | -108972.196 |
| 6 | -7293.298 |